Computed, not measured: a 10-piece molecular cluster, C30H85N5O10 overall in a non-equilibrium geometry, with ωB97M-V/def2-TZVPD.

Each line ends with the Mulliken charge.
CARTESIAN COORDINATES (ANGSTROEM)
C  4.1455  3.1419  -1.0541  -0.356
C  5.1183  2.9155  0.1138  -0.506
O  6.2601  2.1642  -0.2108  -0.509
H  3.6869  2.2436  -1.4673  0.067
H  4.6386  3.6807  -1.8632  0.472
H  3.2990  3.7469  -0.7292  0.010
H  4.5555  2.4236  0.9071  0.120
H  5.3758  3.8124  0.6770  0.376
H  6.8879  2.8124  -0.5383  0.323
C  -1.1580  -1.3212  4.3208  -1.025
C  -2.2724  -1.9232  3.4318  -0.148
O  -2.2290  -1.0765  2.2406  -0.331
H  -0.1546  -1.4945  3.9319  0.053
H  -1.1208  -1.7028  5.3412  0.433
H  -1.2708  -0.2572  4.5287  0.312
H  -3.2518  -1.8530  3.9051  0.386
H  -2.0767  -2.9614  3.1637  0.171
H  -3.0001  -1.1718  1.6768  0.113
C  -2.5507  1.6968  -1.8993  -0.127
C  -4.0537  1.7786  -1.7357  -0.133
O  -4.7083  2.1135  -2.9198  -0.595
H  -2.3107  0.9645  -2.6701  0.168
H  -2.0626  1.3170  -1.0017  -0.119
H  -2.2021  2.6807  -2.2132  0.300
H  -4.3957  2.4310  -0.9322  0.010
H  -4.4723  0.8037  -1.4859  0.100
H  -5.6433  2.1072  -2.7025  0.372
C  -2.4721  -2.4491  -0.7419  0.498
C  -3.9690  -2.5116  -0.9985  -0.747
O  -4.6385  -2.4248  0.1850  -0.541
H  -2.0876  -3.1504  -0.0014  0.278
H  -2.2326  -1.4098  -0.5168  -0.382
H  -1.9394  -2.6940  -1.6608  -0.137
H  -4.3092  -3.5028  -1.2984  0.421
H  -4.3230  -1.7469  -1.6899  0.266
H  -4.3405  -3.2213  0.6304  0.356
C  1.3942  1.0620  0.1412  -0.061
C  0.2529  0.4341  0.9149  0.470
O  0.1542  -0.9503  0.6608  0.360
H  2.2995  0.6761  0.6098  -0.075
H  1.3575  2.1514  0.1440  -0.141
H  1.3049  0.8793  -0.9297  -0.058
H  -0.6877  0.9582  0.7458  -0.597
H  0.3508  0.5666  1.9924  0.352
H  -0.6473  -1.2695  1.0818  -0.259
C  -3.2249  2.4987  1.9437  -0.734
C  -4.4198  3.1337  2.6002  -0.032
C  -4.0490  4.5446  3.2659  -0.847
O  -3.6461  5.4484  2.1872  -0.265
C  -2.9614  6.6124  2.6957  -0.802
N  -5.3925  3.3300  1.5664  -0.706
H  -2.7087  3.1475  1.2361  -0.051
H  -3.4785  1.6013  1.3794  0.229
H  -2.3614  2.2911  2.5757  0.502
H  -4.7819  2.4498  3.3678  0.338
H  -3.2336  4.4185  3.9782  0.439
H  -4.8480  5.0014  3.8499  0.448
H  -2.0494  6.3348  3.2241  0.316
H  -3.5991  7.0728  3.4504  0.351
H  -2.6712  7.2680  1.8747  0.233
H  -4.8703  3.8845  0.9031  0.271
H  -6.1805  3.9051  1.8282  0.279
C  3.4328  -0.8616  2.8136  -0.797
C  4.2992  -2.0960  2.3518  1.175
C  4.7276  -2.2347  0.8917  -0.465
O  5.1480  -3.5519  0.5345  -0.366
C  5.5833  -3.6071  -0.8244  -0.854
N  5.4474  -2.1955  3.2550  -0.757
H  4.0499  -0.0062  2.5385  0.208
H  3.1778  -0.6891  3.8592  0.372
H  2.4244  -0.8530  2.3999  -0.109
H  3.6962  -2.9922  2.4978  -0.457
H  5.3782  -1.3843  0.6879  0.482
H  3.8546  -1.9408  0.3089  0.133
H  6.5728  -3.1605  -0.7269  0.346
H  5.0365  -2.9262  -1.4767  0.345
H  5.4442  -4.5795  -1.2968  0.274
H  6.1265  -2.9184  3.0642  0.267
H  6.0360  -1.4032  3.0409  0.286
C  -0.4897  6.0411  0.7139  -1.559
C  0.7254  5.4801  -0.0835  0.463
C  0.2378  4.8023  -1.4035  -0.104
O  1.3163  4.0942  -2.1263  -0.302
C  0.9149  3.0913  -3.0705  -0.427
N  1.5352  6.5523  -0.4983  -0.718
H  -0.2172  6.1561  1.7630  0.330
H  -1.3649  5.3957  0.6397  0.279
H  -0.8034  7.0055  0.3142  0.368
H  1.2290  4.7141  0.5062  0.219
H  -0.2543  5.5441  -2.0325  0.547
H  -0.4812  4.0148  -1.1776  -0.312
H  0.3330  2.2754  -2.6417  -0.090
H  1.8444  2.6254  -3.3976  0.260
H  0.3918  3.5853  -3.8893  0.411
H  0.9587  7.1420  -1.0814  0.314
H  2.2556  6.2757  -1.1499  0.349
C  0.6498  -5.0280  3.0405  -1.177
C  1.3714  -6.2073  2.4091  0.454
C  2.0652  -6.0367  1.0031  -0.359
O  1.1812  -5.6282  -0.0148  -0.234
C  0.8774  -4.2354  -0.2482  0.123
N  2.3480  -6.6793  3.3726  -0.424
H  0.2011  -5.2101  4.0170  0.444
H  -0.2268  -4.7908  2.4377  0.258
H  1.3455  -4.1900  3.0843  0.088
H  0.6087  -6.9793  2.3071  0.409
H  2.4004  -7.0082  0.6399  0.346
H  2.9507  -5.4037  1.0601  0.184
H  0.5876  -3.6337  0.6133  0.026
H  0.2016  -3.9807  -1.0647  0.088
H  1.8315  -3.8440  -0.6011  0.125
H  3.2753  -6.2797  3.3495  0.290
H  2.4793  -7.6568  3.1548  0.338
C  -0.9907  -3.1182  -6.8110  -1.465
C  -1.8325  -2.9619  -5.4769  0.480
C  -1.3491  -1.9016  -4.5432  -0.592
O  -0.0767  -2.3598  -3.9810  -0.380
C  0.5258  -1.4856  -3.0459  -0.633
N  -3.1900  -2.4930  -5.8978  -0.697
H  0.0132  -3.4592  -6.5578  0.348
H  -0.8040  -2.1469  -7.2691  0.361
H  -1.3703  -3.8785  -7.4935  0.394
H  -1.8631  -3.9372  -4.9911  0.224
H  -2.0762  -1.6232  -3.7804  0.221
H  -1.2341  -0.9455  -5.0538  0.420
H  1.4425  -1.9060  -2.6323  0.242
H  -0.0845  -1.2001  -2.1890  0.092
H  0.8058  -0.5234  -3.4747  0.472
H  -3.4314  -2.5879  -6.8739  0.269
H  -3.2243  -1.4880  -5.8034  0.248

Forces on atoms 1 to 6 (eV/Å):
C 0.4 0.6 0.3
C -1.6 -0.1 0.5
O 0.2 0.0 0.0
H 0.4 -0.3 0.2
H 0.0 0.0 -0.1
H 0.1 0.1 0.1

Its HOMO energy (alpha / beta) is -10.551 / -10.551 eV. The calculation puts the molar mass at 676.0 g/mol. The value obtained for the LUMO energy (alpha / beta) is -2.44 / -8.33 eV. The expectation value of S² is 0.76. As for the gap between HOMO and LUMO (alpha / beta): 8.107 / 2.224 eV. The value obtained for the total energy is -60398.52182 eV. The energy relative to the best compared isomer or geometry (same formula, charge and spin) is 28.6 kcal/mol. Its spin multiplicity is 2. As for the total charge: +1.